Formula: C34H73N4O12PS2
Source: the OMol25 dataset
Level of theory: wB97M-V/def2-TZVPD

Calculated values
SMILES: [H]/N=C\Cc1cc(S(C)(=O)=O)c(CCO)c2nc(P(O)(O)=S)c(N)nc12.CC(C)O.CC(C)O.CC(C)O.CC(C)O.CC(C)O.CC(C)O.CC(C)O
net charge: 0
LUMO: -2.27 eV

Last column: Mulliken charge in e.
Element x y z (Å)
H: -3.498 -4.237 -1.308  0.31
N: -3.657 -5.140 -1.810  -0.66
C: -3.190 -4.993 -3.097  0.11
C: -2.512 -3.624 -3.712  -0.38
C: -1.375 -3.016 -2.645  0.37
C: 0.122 -3.681 -2.664  -0.75
C: 1.238 -3.090 -1.571  0.14
S: 2.945 -3.874 -1.652  1.07
C: 3.179 -5.291 -0.395  -0.84
O: 3.057 -4.581 -3.059  -0.55
O: 4.120 -2.845 -1.620  -0.62
C: 0.807 -1.878 -0.502  -0.17
C: 1.963 -1.339 0.564  -0.35
C: 1.456 -1.282 2.122  -0.22
O: 1.392 0.159 2.531  -0.51
C: -0.734 -1.238 -0.576  0.16
N: -1.032 -0.122 0.385  0.03
C: -2.445 0.378 0.304  -0.04
P: -2.929 1.782 1.558  0.69
O: -1.537 2.837 1.772  -0.40
O: -4.240 2.787 1.002  -0.50
S: -3.292 0.994 3.343  -0.47
C: -3.514 -0.252 -0.748  -0.12
N: -4.945 0.325 -0.693  -0.54
N: -3.280 -1.329 -1.771  -0.39
C: -1.854 -1.782 -1.623  0.18
H: -3.296 -5.925 -3.831  0.25
H: -1.923 -3.918 -4.694  -0.07
H: -3.330 -2.806 -3.969  0.34
H: 0.432 -4.536 -3.405  0.38
H: 3.888 -6.092 -0.925  0.26
H: 2.172 -5.856 -0.168  0.31
H: 3.763 -4.950 0.570  0.33
H: 2.316 -0.286 0.132  0.22
H: 2.942 -2.012 0.556  0.32
H: 0.353 -1.670 2.149  0.18
H: 2.131 -1.852 2.890  0.29
H: 1.238 0.742 1.723  0.25
H: -1.530 3.187 2.729  0.23
H: -5.138 2.435 1.323  0.38
H: -4.879 1.163 -1.335  0.33
H: -5.586 -0.343 -1.212  0.35
C: 1.461 -0.520 -3.900  -0.45
C: 0.615 0.503 -4.642  0.36
C: 0.855 1.908 -4.116  -1.35
O: -0.763 0.172 -4.495  -0.55
H: 1.212 -0.533 -2.833  -0.20
H: 1.268 -1.528 -4.282  0.11
H: 2.528 -0.302 -4.008  0.48
H: 0.848 0.466 -5.712  0.34
H: 0.586 1.981 -3.056  0.26
H: 0.231 2.632 -4.651  0.34
H: 1.904 2.199 -4.230  0.39
H: -0.979 0.202 -3.548  0.30
C: -2.758 6.817 3.508  -1.24
C: -2.297 5.945 4.666  0.51
C: -2.057 6.770 5.920  -1.37
O: -1.091 5.277 4.303  -0.50
H: -1.999 7.566 3.256  0.29
H: -2.914 6.211 2.609  0.29
H: -3.692 7.332 3.750  0.41
H: -3.049 5.176 4.869  0.31
H: -1.274 7.518 5.753  0.27
H: -1.714 6.132 6.741  0.31
H: -2.971 7.285 6.234  0.41
H: -0.417 5.952 4.120  0.31
C: 1.129 5.875 -0.463  -1.11
C: 1.868 6.052 0.854  0.37
C: 2.602 4.782 1.253  -0.96
O: 0.937 6.400 1.875  -0.50
H: 0.376 5.083 -0.386  0.17
H: 0.596 6.794 -0.732  0.32
H: 1.821 5.622 -1.273  0.39
H: 2.583 6.878 0.767  0.27
H: 1.900 3.951 1.391  0.04
H: 3.119 4.920 2.209  0.32
H: 3.337 4.496 0.495  0.40
H: 0.298 5.673 1.959  0.29
C: 2.061 6.987 9.054  -1.34
C: 1.215 8.010 8.312  0.54
C: 1.455 9.415 8.839  -1.33
O: -0.163 7.679 8.460  -0.50
H: 1.812 6.974 10.121  0.35
H: 1.868 5.979 8.673  0.32
H: 3.128 7.205 8.946  0.37
H: 1.448 7.973 7.242  0.26
H: 1.186 9.488 9.898  0.34
H: 0.831 10.139 8.303  0.33
H: 2.504 9.706 8.725  0.37
H: -0.379 7.709 9.406  0.31
C: -0.003 -4.649 -7.420  -1.26
C: 0.419 -5.777 -6.492  0.62
C: 0.757 -7.038 -7.270  -1.48
O: -0.637 -6.055 -5.576  -0.49
H: -0.899 -4.923 -7.987  0.32
H: -0.255 -3.751 -6.846  0.26
H: 0.795 -4.400 -8.127  0.42
H: 1.288 -5.463 -5.903  0.20
H: -0.112 -7.397 -7.831  0.40
H: 1.047 -7.845 -6.588  0.34
H: 1.578 -6.861 -7.972  0.37
H: -1.413 -6.334 -6.090  0.34
C: -5.991 -2.401 2.398  -0.96
C: -5.948 -2.855 3.848  0.31
C: -6.821 -1.978 4.731  -1.16
O: -4.603 -2.807 4.318  -0.55
H: -5.618 -1.376 2.297  0.15
H: -5.348 -3.034 1.777  0.25
H: -7.011 -2.442 2.002  0.39
H: -6.282 -3.896 3.918  0.30
H: -6.477 -0.938 4.712  0.25
H: -6.771 -2.309 5.773  0.32
H: -7.866 -2.006 4.404  0.36
H: -4.298 -1.887 4.260  0.33
C: 7.797 -5.582 -4.496  -1.19
C: 6.764 -6.672 -4.734  0.33
C: 5.607 -6.163 -5.579  -1.03
O: 6.266 -7.133 -3.480  -0.54
H: 7.357 -4.736 -3.957  0.28
H: 8.618 -5.959 -3.876  0.32
H: 8.211 -5.217 -5.441  0.36
H: 7.237 -7.525 -5.232  0.31
H: 5.089 -5.338 -5.078  0.17
H: 4.865 -6.955 -5.732  0.28
H: 5.955 -5.816 -6.556  0.40
H: 5.845 -6.382 -3.030  0.31

---

Formula: C3H7N3
Source: the OMol25 dataset
Level of theory: wB97M-V/def2-TZVPD

Calculated values
net charge: 0
energy relative to the best compared isomer or geometry (same formula, charge and spin): 3.512 eV
LUMO: 0.88 eV

Last column: natural (NBO) charge in e.
Element x y z (Å)
N: 1.051 -0.259 1.511  -0.84
C: 0.503 0.330 0.313  -0.22
C: -0.754 -0.380 -0.251  -0.11
N: -1.758 0.502 -0.751  -0.81
C: 0.431 -0.494 -1.019  0.27
N: 1.312 -0.686 -1.900  -0.53
H: 2.048 -0.105 1.631  0.36
H: 0.592 0.109 2.341  0.36
H: 1.798 -0.071 -1.196  0.39
H: 0.421 1.427 0.251  0.19
H: -0.978 -1.261 0.345  0.21
H: -2.246 0.900 0.043  0.36
H: -2.421 -0.011 -1.318  0.37

---

Formula: C35H22F12N4O2V
Source: the OMol25 dataset
Level of theory: wB97M-V/def2-TZVPD

Calculated values
net charge: +1
energy relative to the best compared isomer or geometry (same formula, charge and spin): 0.117 eV
LUMO (alpha / beta): -4.78 / -4.78 eV

Last column: Mulliken charge in e.
Element x y z (Å)
V: -0.168 0.011 -0.140  -3.24
C: -0.251 -1.341 2.766  -1.28
N: -0.914 -0.316 1.926  0.86
C: -0.614 1.017 2.505  -1.11
C: -0.816 2.161 1.525  -1.10
N: -0.180 1.875 0.221  3.57
C: 0.507 2.942 -0.365  -0.49
C: 1.719 2.759 -1.041  -0.74
F: 2.253 1.537 -1.128  -0.46
C: 2.394 3.798 -1.653  0.27
F: 3.542 3.566 -2.274  -0.30
C: 1.873 5.081 -1.614  0.59
F: 2.518 6.081 -2.193  -0.30
C: 0.665 5.302 -0.973  0.40
F: 0.134 6.516 -0.956  -0.30
C: -0.003 4.247 -0.377  0.17
F: -1.214 4.484 0.141  -0.38
C: -2.359 -0.640 1.913  -0.89
C: -2.967 -0.140 0.631  -0.66
N: -1.989 -0.457 -0.421  1.56
C: -2.588 -0.860 -1.639  -0.83
C: -2.482 -2.161 -2.124  -0.19
F: -1.895 -3.107 -1.394  -0.38
C: -3.020 -2.528 -3.348  0.48
F: -2.877 -3.772 -3.786  -0.31
C: -3.723 -1.605 -4.103  0.51
F: -4.238 -1.950 -5.271  -0.30
C: -3.912 -0.323 -3.610  0.49
F: -4.608 0.566 -4.310  -0.32
C: -3.366 0.024 -2.389  0.26
F: -3.591 1.258 -1.919  -0.46
H: -0.715 -1.347 3.756  0.43
H: 0.804 -1.128 2.879  0.30
H: -0.376 -2.322 2.313  0.41
H: 0.432 0.991 2.805  0.40
H: -1.220 1.183 3.400  0.51
H: -0.328 3.031 1.969  0.66
H: -1.868 2.424 1.413  0.36
H: -2.845 -0.243 2.807  0.25
H: -2.441 -1.726 1.933  0.46
H: -3.184 0.928 0.654  0.26
H: -3.908 -0.656 0.432  0.68
F: 1.515 -4.871 -1.054  -0.34
C: 1.289 -3.675 -1.597  0.16
C: 0.777 -2.669 -0.791  -0.33
C: 0.538 -1.447 -1.379  1.66
C: 0.795 -1.207 -2.723  -0.92
C: 1.332 -2.247 -3.474  0.67
F: 1.590 -2.059 -4.775  -0.32
C: 1.589 -3.489 -2.933  -1.15
C: 0.338 0.091 -3.195  -0.03
C: 0.400 0.574 -4.495  -0.59
C: -0.226 1.771 -4.797  -0.98
C: -0.915 2.447 -3.803  -1.76
C: -0.900 1.927 -2.524  -0.64
N: -0.264 0.793 -2.208  1.95
H: 0.602 -2.881 0.252  0.43
H: 1.998 -4.287 -3.536  0.57
H: 0.913 0.007 -5.253  0.68
H: -0.193 2.159 -5.806  0.50
H: -1.455 3.361 -4.001  0.65
H: -1.426 2.415 -1.721  1.15
O: 2.709 -1.983 1.168  -0.58
C: 2.529 -0.797 1.189  0.15
O: 1.380 -0.249 0.696  0.68
C: 3.487 0.201 1.722  0.35
C: 4.723 -0.268 2.165  -1.19
C: 5.652 0.619 2.680  -0.69
C: 5.349 1.972 2.759  -0.54
C: 4.116 2.441 2.324  -1.17
C: 3.185 1.558 1.804  0.17
H: 4.940 -1.326 2.094  0.52
H: 6.614 0.259 3.018  0.43
H: 6.076 2.664 3.163  0.43
H: 3.885 3.496 2.389  0.47
H: 2.229 1.915 1.457  0.76

---

Formula: C46H44As2N4Pd
Source: the OMol25 dataset
Level of theory: wB97M-V/def2-TZVPD

Calculated values
net charge: +4
energy relative to the best compared isomer or geometry (same formula, charge and spin): 0.000 eV
LUMO (alpha / beta): -10.66 / -10.66 eV

Last column: Mulliken charge in e.
Element x y z (Å)
Pd: 2.386 3.295 2.692  1.18
C: -1.583 5.215 2.705  -1.03
C: -1.874 5.212 4.056  -0.56
C: -0.972 4.617 4.926  -0.60
C: 0.198 4.075 4.432  1.03
N: 0.507 4.122 3.107  0.02
C: -0.391 4.662 2.275  0.10
C: 1.195 3.413 5.289  0.05
C: 1.151 3.308 6.668  -0.56
C: 2.199 2.676 7.323  -0.96
C: 3.275 2.182 6.603  -0.53
C: 3.273 2.317 5.225  0.20
N: 2.231 2.896 4.613  -0.40
C: 4.356 1.922 4.311  1.03
C: 5.487 1.253 4.732  -0.57
C: 6.473 0.925 3.812  -0.50
C: 6.279 1.264 2.486  -0.90
C: 5.122 1.933 2.128  -0.03
N: 4.177 2.280 3.009  -0.13
H: -2.257 5.649 1.980  0.48
H: -2.786 5.657 4.432  0.52
H: -1.181 4.582 5.985  0.42
H: -0.155 4.662 1.226  0.33
H: 0.329 3.722 7.233  0.44
H: 2.185 2.589 8.402  0.48
H: 4.106 1.721 7.115  0.40
H: 5.608 0.988 5.772  0.40
H: 7.371 0.411 4.130  0.48
H: 7.010 1.027 1.726  0.43
H: 4.959 2.196 1.097  0.46
C: 2.349 4.819 0.872  -0.52
C: 3.473 4.090 0.742  -0.63
As: 1.125 -2.295 -3.519  0.31
C: 0.425 -4.043 -3.410  0.71
C: -0.250 -4.713 -4.444  -0.34
C: -0.695 -6.006 -4.247  -0.90
C: -0.453 -6.649 -3.035  -0.43
C: 0.197 -5.989 -1.996  -0.81
C: 0.609 -4.680 -2.169  -0.39
C: 1.605 -2.081 -5.309  0.66
C: 1.784 -0.753 -5.752  -0.42
C: 2.183 -0.504 -7.046  -0.75
C: 2.458 -1.572 -7.899  -0.36
C: 2.340 -2.889 -7.462  -0.76
C: 1.907 -3.151 -6.178  -0.27
As: -1.073 0.265 0.024  0.34
C: -1.240 0.200 -1.919  0.33
C: -1.558 -0.939 -2.658  -0.62
C: -1.661 -0.865 -4.044  -0.37
C: -1.440 0.341 -4.702  -0.76
C: -1.113 1.471 -3.970  -0.79
C: -1.011 1.399 -2.584  -0.42
C: -2.702 1.159 0.514  0.65
C: -3.728 1.447 -0.386  0.04
C: -4.878 2.074 0.066  -0.74
C: -5.012 2.400 1.411  -0.60
C: -3.992 2.111 2.310  -0.63
C: -2.831 1.501 1.861  -0.78
H: 1.501 4.586 0.245  0.39
H: 2.319 5.739 1.445  0.32
H: 4.406 4.401 1.195  0.43
H: 3.505 3.282 0.021  0.32
H: -0.441 -4.217 -5.387  0.58
H: -1.219 -6.524 -5.039  0.47
H: -0.779 -7.672 -2.899  0.46
H: 0.385 -6.502 -1.062  0.47
H: 1.116 -4.163 -1.361  0.41
H: 1.593 0.072 -5.075  0.45
H: 2.303 0.512 -7.397  0.42
H: 2.789 -1.374 -8.911  0.43
H: 2.593 -3.704 -8.125  0.42
H: 1.846 -4.174 -5.835  0.55
H: -1.775 -1.882 -2.176  0.60
H: -1.945 -1.746 -4.607  0.56
H: -1.541 0.399 -5.778  0.50
H: -0.956 2.417 -4.471  0.48
H: -0.778 2.305 -2.031  0.48
H: -3.636 1.182 -1.432  0.44
H: -5.677 2.301 -0.627  0.45
H: -5.920 2.874 1.759  0.47
H: -4.111 2.351 3.358  0.53
H: -2.035 1.271 2.564  0.40
C: -3.321 -4.346 -0.955  -1.36
C: -3.164 -3.763 0.462  1.93
C: -2.404 -4.729 1.384  -1.54
C: -4.531 -3.375 1.055  -1.74
C: -2.383 -2.528 0.338  0.20
N: -1.795 -1.548 0.235  -0.35
H: -3.889 -5.272 -0.871  0.52
H: -2.355 -4.576 -1.407  0.10
H: -3.878 -3.668 -1.604  0.38
H: -3.003 -5.634 1.484  0.44
H: -2.261 -4.306 2.378  0.41
H: -1.436 -5.003 0.966  0.32
H: -5.135 -4.280 1.114  0.44
H: -5.054 -2.657 0.424  0.40
H: -4.430 -2.967 2.060  0.42

---

Formula: C5H7NO
Source: the OMol25 dataset
Level of theory: wB97M-V/def2-TZVPD

Calculated values
net charge: 0
energy relative to the best compared isomer or geometry (same formula, charge and spin): 4.520 eV
LUMO: 1.02 eV

Last column: natural (NBO) charge in e.
Element x y z (Å)
C: 1.645 -0.644 0.154  -0.27
N: 0.967 -0.692 1.468  -0.57
C: 0.254 -0.218 0.329  0.04
C: -0.508 1.062 0.074  0.06
C: -1.054 0.442 -1.235  -0.40
C: -1.149 -0.598 -0.092  0.07
O: -1.658 0.470 0.791  -0.51
H: 2.366 0.149 -0.039  0.19
H: 1.919 -1.617 -0.249  0.20
H: 1.247 0.062 2.088  0.36
H: -0.229 2.086 0.317  0.20
H: -0.359 0.196 -2.043  0.20
H: -1.967 0.927 -1.591  0.22
H: -1.476 -1.624 0.027  0.20

---

Number 1: F_max 7.904 eV/A. Number 2: F_max 3.636 eV/A. Number 3: F_max 0.813 eV/A. Number 4: F_max 0.807 eV/A. Number 5: F_max 0.830 eV/A.